Version A
17
Properties=species:S:1:pos:R:3:mulliken_charge:R:1 method="wB97M-V/def2-TZVPD" homo_energy_ev=-8.98 lumo_energy_ev=0.55 smiles=N[C@H]1[C@@H](S)[C@@]1(O)CO gap_ev=9.53
O 1.054 -0.110 -1.984 -0.56
C 1.576 0.103 0.423 -0.67
N -0.571 -2.185 0.704 -0.61
H -0.311 -1.644 1.606 0.29
C -0.954 0.136 -0.469 -0.49
S -1.560 1.008 0.955 -0.26
H -1.457 0.368 -1.385 0.41
H 1.196 -0.069 1.416 0.36
H 1.241 2.125 0.684 0.34
H -0.784 -1.769 -1.389 0.42
O 1.844 1.466 0.187 -0.56
H 1.465 0.751 -2.041 0.33
H 0.105 -2.995 0.645 0.28
H -2.445 -0.052 1.404 0.15
C -0.452 -1.324 -0.471 -0.67
H 2.515 -0.431 0.237 0.26
C 0.538 -0.241 -0.652 0.97

=====

Version B
17
Properties=species:S:1:pos:R:3:mulliken_charge:R:1 method="wB97M-V/def2-TZVPD" homo_energy_ev=-9.68 lumo_energy_ev=-0.01 smiles="CC[C@@](C)(S)[N+](=O)[O-]" gap_ev=9.66
H 0.922 0.878 -2.028 0.17
H -0.153 -1.378 1.073 0.36
C -0.348 0.475 0.067 0.47
H 2.265 -0.629 -0.633 0.31
O -2.461 -0.154 -0.593 -0.61
S 0.720 1.764 -1.060 -0.18
H 1.948 -2.163 0.174 0.39
H -1.755 0.627 1.670 0.37
H -1.639 2.082 0.673 0.42
H 0.962 -1.682 -1.206 0.33
O -0.850 -0.530 -1.952 -0.59
C 0.526 -0.631 0.646 -0.43
C 1.482 -1.316 -0.324 -1.24
C -1.069 1.272 1.122 -1.52
N -1.301 -0.107 -0.915 1.03
H 1.103 -0.202 1.468 0.28
H -0.351 1.695 1.819 0.43

=====

Version C
17
Properties=species:S:1:pos:R:3:mulliken_charge:R:1 method="wB97M-V/def2-TZVPD" homo_energy_ev=-8.37 lumo_energy_ev=0.41 smiles="COCON(C)C=S" gap_ev=8.78
C -0.454 2.084 -1.688 -0.81
H 0.297 -2.657 0.625 0.27
H 0.079 1.927 -2.504 0.41
N 0.249 1.071 -0.832 0.14
H 1.209 2.554 0.152 0.23
H -0.415 3.218 -1.327 0.28
O -1.652 -1.973 -0.175 -0.32
H -0.925 -0.129 0.875 0.29
C -0.881 -2.716 0.810 -0.64
C 1.138 1.469 0.107 -0.13
S 1.822 0.515 1.423 -0.29
H -0.965 -3.752 0.426 0.31
O -0.330 -0.217 -1.048 -0.23
C -1.352 -0.576 -0.131 -0.13
H -1.152 -2.770 1.958 0.27
H -2.348 0.038 -0.499 0.14
H -1.520 1.770 -1.458 0.21

=====

Version D
17
Properties=species:S:1:pos:R:3:mulliken_charge:R:1 method="wB97M-V/def2-TZVPD" homo_energy_ev=-8.19 lumo_energy_ev=0.88 smiles=OC(O)NSC1CC1 gap_ev=9.07
O -2.011 2.758 -1.051 -0.47
C 1.172 -1.987 0.744 -0.67
C 0.659 -0.654 0.282 -0.16
O -1.750 0.524 -1.111 -0.46
C -2.032 1.577 -0.392 0.35
H 1.978 -2.428 0.135 0.22
H -1.261 2.770 -1.649 0.30
H -0.717 2.311 1.436 0.25
H 1.338 0.096 -0.280 0.31
C 0.060 -1.890 -0.307 -0.61
H -0.964 -2.065 -0.221 0.39
S -0.359 0.177 1.444 -0.09
H -1.322 -0.170 -0.502 0.30
H 0.326 -2.215 -1.257 0.27
H -3.028 1.598 0.124 0.23
N -0.582 1.665 0.672 -0.50
H 1.085 -2.325 1.702 0.33

=====

Pick the most stable structure from those above. Pick: version A